A structure of composition C4H4ClNO2 in a non-equilibrium geometry. Source: the Open Molecules 2025 dataset; level of theory: the ωB97M-V functional and the def2-TZVPD basis.

- net charge = 0
- calculated total energy (eV) = -22318.1826
- LUMO level (eV) = 0.75
- HOMO (hartree) = -0.333
- energy above the lowest of the compared OMol25 structures with the same formula, charge and spin (kcal per mole) = 44.02

The geometry in XYZ format:
```
12
C4H4ClNO2 | the Open Molecules 2025 dataset | the ωB97M-V functional and the def2-TZVPD basis
C 2.12 -0.31 0.11
C -0.32 -0.38 -0.02
C -0.52 0.97 -0.05
C -2.30 -0.26 0.20
H 2.87 -1.02 -0.06
H 2.29 0.50 -0.64
H 2.28 0.26 1.00
H 0.09 1.90 -0.52
N -1.43 -1.15 0.08
O 0.87 -1.05 -0.14
O -1.96 1.05 0.09
Cl -3.99 -0.51 -0.04
```

Here are the Mulliken charges for atoms 1 to 4, given in e:
1 C -0.807
2 C 0.711
3 C -0.245
4 C 0.416



A structure of composition ArH22O11 in a non-equilibrium geometry. Source: the Open Molecules 2025 dataset; level of theory: the ωB97M-V functional and the def2-TZVPD basis.

- net charge = 0
- calculated total energy (eV) = -37234.4996
- LUMO level (eV) = -0.15
- HOMO (hartree) = -0.354
- energy above the lowest of the compared OMol25 structures with the same formula, charge and spin (kcal per mole) = 19.04

The geometry in XYZ format:
```
34
ArH22O11 | the Open Molecules 2025 dataset | the ωB97M-V functional and the def2-TZVPD basis
Ar 0.36 -0.30 -0.43
O -2.07 -3.61 -0.70
H -2.89 -4.08 -0.55
H -2.27 -2.98 -1.39
O -2.27 1.10 1.78
H -1.88 0.25 1.58
H -3.21 0.93 1.78
O 0.07 -2.55 2.36
H 0.76 -1.92 2.55
H -0.64 -2.02 1.99
O -1.53 2.50 -0.53
H -1.83 1.91 0.17
H -0.61 2.67 -0.33
O 2.26 -0.60 2.29
H 2.37 -0.82 1.36
H 3.13 -0.72 2.66
O 0.90 1.43 -3.91
H 0.91 1.79 -4.80
H 0.95 0.48 -4.04
O -1.73 1.24 -2.98
H -1.59 1.76 -2.19
H -0.87 1.19 -3.39
O -2.46 -1.84 1.47
H -3.23 -2.18 1.94
H -2.34 -2.44 0.74
O 0.79 3.21 0.34
H 1.10 2.82 1.16
H 0.62 4.13 0.56
O 2.08 2.11 2.53
H 2.94 2.35 2.18
H 1.99 1.18 2.32
O 3.16 -2.49 -2.45
H 3.29 -2.77 -1.54
H 3.73 -1.72 -2.54
```

Here are the Mulliken charges for atoms 1 to 4, given in e:
1 Ar -0.001
2 O -0.727
3 H 0.323
4 H 0.353



A cluster of 2 separate species, C4H9N3O in total in a non-equilibrium geometry. Source: the Open Molecules 2025 dataset; level of theory: the ωB97M-V functional and the def2-TZVPD basis.

- net charge = 0
- calculated total energy (eV) = -10808.4546
- SMILES = [H]/N=C(\N)OC.C#CN
- LUMO level (eV) = 0.62
- HOMO (hartree) = -0.315
- energy above the lowest of the compared OMol25 structures with the same formula, charge and spin (kcal per mole) = 92.41

The geometry in XYZ format:
```
17
C4H9N3O | the Open Molecules 2025 dataset | the ωB97M-V functional and the def2-TZVPD basis
H 2.77 0.55 -0.98
N 2.01 0.61 -0.31
C 0.89 0.21 -0.78
N 0.68 -0.19 -2.09
O -0.28 0.88 -0.34
C -0.13 1.74 0.78
H 1.40 0.04 -2.76
H -0.21 0.04 -2.50
H -1.14 1.92 1.16
H 0.40 2.64 0.49
H 0.43 1.21 1.56
C -0.25 -1.56 2.11
C -1.03 -1.66 1.17
N -1.85 -1.59 0.12
H -0.02 -1.91 3.08
H -2.00 -0.61 -0.13
H -1.66 -2.31 -0.57
```

Here are the Mulliken charges for atoms 1 to 4, given in e:
1 H 0.207
2 N -0.673
3 C 0.745
4 N -0.531